DFT (ωB97M-V with the def2-TZVPD basis set) results for a cluster of 25 separate species, C40H70Cl48I2N2O2 in total in a non-equilibrium geometry.

Values from the calculation:
total energy = -24510.50001 Eh
HOMO energy = -8.22 eV
gap between HOMO and LUMO = 7.74 eV
lowest unoccupied orbital energy = -0.48 eV
total charge = 0

```
164
Properties=species:S:1:pos:R:3:forces:R:3
I -5.928929 -0.609312 5.250557 0.75 -0.09 -0.20
I -4.476331 -0.758692 -0.875406 0.26 0.42 -0.18
Cl -0.443426 -4.146909 0.246238 -0.22 -0.33 0.01
Cl -6.250120 -2.971901 -3.834233 0.07 0.02 -0.03
Cl 1.115891 4.343390 -4.461032 -0.08 0.05 0.24
Cl -3.576510 4.423835 -6.578692 0.02 0.05 -0.07
Cl -1.385978 -13.585553 -0.380486 -0.02 -0.06 0.05
Cl 3.966075 -13.095457 1.947739 0.03 -0.04 -0.05
Cl -8.081397 -0.721513 -3.481861 0.02 0.07 -0.04
Cl -7.147114 4.821254 -10.248072 0.04 -0.04 -0.05
Cl 4.192071 5.832315 -7.565266 0.04 -0.05 0.02
Cl -6.680988 7.123237 -8.511457 0.06 0.02 0.02
Cl 0.034082 2.385096 -6.339958 -0.09 0.03 -0.01
Cl 2.435467 -4.273348 0.754660 0.16 -0.32 0.06
Cl 1.957770 -7.688191 2.473453 0.04 -0.10 0.17
Cl 6.146643 4.105617 1.392657 -0.02 0.69 -0.03
Cl -2.168754 -7.439345 2.517531 0.11 0.05 -0.07
Cl -0.830560 7.603749 1.269028 -0.02 -0.08 -0.02
Cl -2.251070 -10.317945 -2.090570 0.02 0.03 -0.03
Cl 9.694635 9.116280 1.337149 -0.06 0.01 0.04
Cl -6.326806 -9.149818 -4.291541 0.01 -0.03 -0.06
Cl -8.857557 -1.805317 9.141220 0.03 -0.06 -0.05
Cl -5.261759 6.604460 5.960955 -0.03 -0.01 -0.10
Cl -3.656806 8.494902 7.504846 0.02 0.07 -0.02
Cl 7.296165 0.304451 5.562075 0.06 0.01 0.03
Cl 7.447896 1.268987 0.401551 0.10 -0.10 0.04
Cl 0.378931 -11.402707 0.438742 0.09 -0.29 0.20
Cl 3.156532 -2.390163 7.285054 0.04 0.02 0.06
Cl 8.588514 6.995828 -0.341639 0.00 0.21 -0.26
Cl 11.973242 1.198468 -2.772957 -0.05 -0.04 -0.04
Cl -5.534526 7.661722 -3.513665 0.13 -0.02 -0.04
Cl 4.337553 -8.307359 0.904815 -0.12 0.28 -0.11
Cl -7.437318 0.645997 9.855585 0.08 0.02 -0.03
Cl -6.935681 1.828051 -7.167948 -0.04 0.03 -0.33
Cl -3.760008 -7.780440 -4.038102 -0.13 0.17 -0.26
Cl -8.099273 6.364648 -4.023017 0.02 -0.07 -0.09
Cl 2.755648 -1.103021 4.692319 0.02 0.08 -0.08
Cl 7.690276 5.400789 3.509245 0.07 0.01 0.06
Cl 5.508738 -10.721488 2.664217 0.31 -0.34 0.22
Cl -5.513534 3.134121 -4.795389 0.16 0.14 0.35
Cl 12.087269 -2.807622 -1.764113 0.07 0.03 0.04
Cl -0.516213 -8.523931 -0.576265 0.23 0.59 -0.63
Cl -8.549812 0.054306 -8.838892 -0.01 -0.01 -0.07
Cl 5.234895 -0.476641 1.171827 0.31 -0.03 0.22
Cl -3.000828 8.848749 2.776292 -0.04 0.06 -0.10
Cl 1.355440 5.971472 -8.255005 -0.08 -0.06 0.03
Cl 10.806164 1.633060 -0.132736 -0.02 -0.04 0.06
Cl 5.374327 2.159464 4.377005 -0.09 0.06 0.26
Cl 9.646916 -2.236079 -0.268494 -0.05 0.01 0.12
Cl -2.198909 -10.238413 3.356427 0.04 -0.06 0.04
O 2.279444 1.891212 0.266589 -0.51 -0.49 -0.18
O 0.856241 1.101421 -1.311336 -1.25 1.06 -0.53
N -2.133552 2.222335 -2.117787 2.13 1.43 -2.38
N -2.751155 3.910740 1.655134 0.93 3.96 0.98
C -0.342052 3.535109 -5.049154 -0.20 -0.07 0.12
C 11.404400 -2.406862 -0.183675 0.12 0.01 0.10
C -1.330163 -8.811653 -2.122180 0.08 -0.04 -0.12
C -4.414810 8.157415 5.943511 0.07 0.07 -0.06
C -4.614176 1.482883 3.476459 -0.56 -0.37 0.52
C -1.368636 -9.011617 2.385507 0.03 -0.10 0.05
C -7.660559 1.581829 -8.761911 -0.06 -0.01 -0.09
C 6.874061 2.001482 5.299806 0.11 0.11 0.03
C -4.148297 0.482867 4.601189 -0.75 1.12 -0.54
C 7.750148 4.628685 1.915314 0.18 -0.11 -0.14
C 3.652159 -1.072689 6.214817 0.12 0.08 0.03
C -6.507773 6.756265 -4.681705 -0.03 -0.02 -0.12
C -5.953634 5.719574 -9.302047 0.18 -0.07 0.07
C -3.067588 2.905740 1.277910 -1.34 -5.09 -0.32
C 2.078993 -0.497079 -0.063427 0.55 0.39 0.21
C -3.370827 1.431473 1.133230 0.61 -0.49 -1.79
C 1.591199 3.154215 0.184632 -0.39 1.43 -0.03
C -2.867528 1.826545 -1.365964 -3.03 -2.37 3.14
C -2.041967 0.598606 1.287953 -0.56 -0.26 0.93
C -3.960278 3.970536 -4.914094 0.11 -0.07 0.27
C 2.651506 4.964374 -7.596375 0.02 -0.17 0.05
C 0.123425 1.182309 2.667570 -0.52 0.05 0.71
C -4.539044 0.911482 2.031774 0.44 -0.07 0.46
C 8.239253 8.225357 0.884024 -0.11 0.11 0.12
C 0.361854 2.704768 2.453969 0.52 -0.33 -0.51
C -7.405945 -0.829342 8.882632 0.05 -0.02 -0.06
C -2.493223 7.431776 1.843690 -0.03 -0.23 -0.01
C -3.847174 1.241944 -0.377134 0.01 1.62 -0.04
C 1.670759 0.924430 -0.461133 0.95 -2.52 -1.18
C -4.788308 -8.779323 -5.074200 -0.04 -0.13 -0.13
C 10.535452 1.002290 -1.764441 -0.10 -0.09 -0.17
C 0.890963 -5.126904 0.876289 -0.04 -0.04 0.00
C 3.712150 -7.914525 2.506833 0.24 0.05 0.01
C 0.261249 3.206486 0.976211 0.21 0.33 0.26
C 5.797207 1.193970 1.037469 -0.20 -0.11 -0.06
C -6.772082 -1.398771 -4.456418 0.05 0.09 -0.12
C 5.456365 -12.186464 1.676622 0.04 -0.08 -0.13
C -1.377450 0.740337 2.698701 0.75 0.02 -0.18
C -0.699570 -12.695604 0.984372 0.00 -0.10 0.13
C 1.129254 -1.413692 0.322288 0.18 0.75 -0.14
H -5.497201 1.021094 1.481601 0.52 0.24 0.45
H -0.039482 4.277154 1.028289 0.21 -0.59 -0.29
H 5.135546 1.734325 0.366888 0.03 -0.16 -0.05
H 1.139637 -1.757792 1.371656 0.90 -1.40 -1.12
H 6.744965 2.484737 6.263016 -0.08 -0.09 -0.04
H 10.291534 -0.054535 -1.696517 0.10 0.10 0.05
H 3.945514 -8.727134 3.186258 -0.14 -0.04 -0.10
H -5.991309 5.832846 -4.927075 -0.13 0.05 0.09
H -3.181166 3.309869 -4.545374 -0.09 -0.03 -0.05
H 3.464600 -0.126425 6.712648 -0.09 -0.08 -0.03
H -6.634634 7.356927 -5.576147 -0.02 0.04 0.12
H -5.542491 5.062213 -8.542180 -0.15 0.02 0.01
H -1.331412 0.770985 0.457037 -0.36 0.19 0.44
H 4.177718 -6.996387 2.852042 -0.13 0.04 -0.13
H 11.647020 -3.200443 0.515867 -0.08 -0.02 -0.10
H 9.710415 1.542670 -2.218299 0.10 0.08 0.07
H -2.005355 -7.989935 -2.317109 0.01 -0.04 0.20
H 2.758834 4.080249 -8.216914 0.01 0.13 -0.06
H -3.151507 7.319244 0.988390 0.07 0.12 0.02
H 8.139197 5.342511 1.191749 -0.18 -0.22 0.26
H -7.122296 -1.523325 -5.476419 -0.05 -0.06 0.10
H 7.837434 7.736635 1.767137 0.11 -0.03 -0.04
H -1.370669 -9.322825 1.345114 -0.25 -0.02 0.44
H 3.151215 -0.771105 -0.052114 -0.65 0.95 1.72
H 8.401566 3.760316 1.968842 -0.13 -0.02 0.05
H -5.683304 1.690096 3.686352 0.69 0.15 -0.14
H -4.083055 2.438117 3.647795 -0.09 -0.42 -0.50
H -7.349682 -0.555479 7.833647 -0.09 0.05 0.15
H -3.364131 -0.204337 4.256034 -0.45 0.14 0.43
H -3.646196 8.128938 5.178022 -0.05 -0.09 0.18
H -8.345496 2.398183 -8.965368 -0.01 -0.08 0.12
H -4.394351 -0.187507 2.126300 -0.08 0.63 -0.19
H 0.951830 -6.046477 0.303716 -0.01 0.13 -0.07
H 5.509882 -11.903896 0.629586 -0.11 0.07 0.08
H -6.871321 1.567077 -9.506821 0.00 -0.08 0.10
H -2.366268 -0.460882 1.190964 0.17 0.64 -0.12
H 2.300536 3.920610 0.561448 -0.28 -0.68 0.02
H -1.025305 4.284758 -5.436291 0.19 0.02 -0.12
H -0.298332 3.304897 3.115999 0.19 -0.47 -0.44
H -4.269985 -9.708863 -5.288468 -0.01 0.04 0.15
H 0.648326 0.537618 1.940541 -0.08 0.56 0.29
H 2.388067 4.679082 -6.582961 0.05 0.14 -0.15
H 11.832238 -1.468295 0.157689 -0.08 0.01 -0.11
H 5.778368 1.651320 2.020432 0.09 -0.30 -0.18
H 7.510862 8.922154 0.481823 0.11 -0.04 -0.08
H -0.803042 2.999695 -4.222181 0.21 -0.05 0.01
H -1.401775 -0.259543 3.184877 -0.06 0.62 -0.19
H -5.165002 6.060103 -9.965680 -0.14 0.05 -0.03
H 7.676754 2.482319 4.749025 -0.07 -0.08 -0.04
H 0.697019 -5.352249 1.918725 -0.04 0.16 -0.05
H 1.367841 3.440898 -0.864214 0.26 -0.49 0.47
H -2.558218 6.552731 2.476654 0.08 0.06 -0.02
H -3.856495 1.096987 5.468406 0.07 -0.70 -0.26
H -0.134357 -13.385493 1.603377 0.03 0.02 -0.12
H 1.399730 2.922624 2.792848 -0.54 -0.08 -0.14
H -1.915345 1.449979 3.360222 0.12 -0.37 -0.44
H -0.509471 2.700772 0.369437 0.30 0.15 0.46
H -0.345545 -8.916813 2.738977 -0.17 -0.05 0.09
H -1.507883 -12.257214 1.560718 0.02 0.05 -0.12
H 0.347085 -1.792614 -0.355250 -0.76 1.62 0.87
H -0.582018 -8.871714 -2.906606 0.01 -0.08 0.11
H -5.928437 -0.715190 -4.435187 -0.04 -0.06 0.12
H 4.710978 -1.174244 5.999169 -0.09 -0.07 -0.05
H -5.128840 8.944470 5.721891 -0.02 -0.08 0.10
H -4.756115 1.874067 -0.464510 0.38 -0.57 -0.18
H -4.983315 -8.241047 -5.996274 -0.02 0.07 0.13
H -4.000203 4.871338 -4.307212 -0.04 -0.02 -0.07
H 0.537150 0.932782 3.671572 -0.17 0.07 -0.61
H -6.535153 -1.414806 9.160410 -0.09 0.03 0.07
H 6.303059 -12.813885 1.936113 -0.09 0.05 0.10
```
Positions in Å, forces in eV/Å.